Entry from the OMol25 dataset: a structure of composition C43H34AsHfN8O4S2 (wB97M-V/def2-TZVPD).

## Properties
energy above the lowest of the compared OMol25 structures with the same formula, charge and spin = 2.152 eV
total charge = +1

Last column: Mulliken charge in e.
Positions of all 93 atoms, in Å:
Hf (0.47288, -0.11171, 0.23143)  1.653
As (0.27934, 2.38995, -0.83390)  1.214
S (1.83129, -0.15030, -2.03384)  -0.490
S (-2.23075, 1.14099, 0.51761)  -0.295
O (3.02449, 1.51682, 5.45652)  -0.537
O (1.29579, 1.04372, 6.77518)  -0.595
O (2.14238, 0.71984, 1.03708)  -0.516
O (3.35893, 1.40798, 2.78179)  -0.903
N (0.50920, -2.15519, 1.76089)  0.872
N (1.93040, -6.01890, -3.26323)  -0.468
N (1.92027, -2.27317, -0.33715)  0.586
N (-0.35463, 0.43190, 4.69580)  -0.052
N (-2.18209, -1.03617, -1.00905)  -1.445
N (-3.61034, 0.62224, -1.66661)  -0.154
N (-0.04008, 0.33068, 2.53372)  0.736
N (-1.19830, -1.46817, -0.18573)  1.654
C (1.41669, -2.51799, 2.66209)  -0.282
C (-2.65327, 0.17291, -0.84104)  -0.069
C (-2.28736, -0.38719, 3.35850)  -1.521
C (2.31997, 1.00578, 2.28000)  1.310
C (0.80471, -4.81694, 2.52485)  -1.062
C (-2.71256, 2.22809, -4.52636)  -0.532
C (1.78524, 1.15377, 5.68011)  0.528
C (4.25416, -2.74681, -0.62073)  -0.999
C (-3.01579, -3.68213, -1.20289)  0.097
C (3.76287, 2.76673, -4.00885)  -0.769
C (-4.94527, -4.79521, -0.31081)  -0.471
C (-3.22957, -4.01218, 1.17179)  -0.170
C (1.43970, 6.00800, 0.95385)  -0.872
C (1.60810, -3.82563, 3.07486)  -1.123
C (-2.68796, 3.37191, -3.74488)  -0.770
C (-0.97558, 4.71743, 0.48167)  -0.542
C (-1.06043, 1.23523, -3.10244)  0.447
C (-0.94764, 5.91612, 1.17719)  -0.782
C (2.36906, 1.45078, -2.55081)  1.384
C (2.08594, 3.84018, -2.67466)  -0.316
C (-4.44040, -4.64717, 0.97137)  -1.037
C (-1.88877, 1.16103, -4.20758)  -1.208
C (-1.02228, 2.38592, -2.31444)  1.305
C (2.63177, -4.06258, -1.76517)  -0.095
C (1.64656, -3.27639, -1.16199)  -0.159
C (1.41910, 4.80733, 0.26642)  -0.669
C (0.20697, 4.17235, -0.01706)  0.377
C (3.97071, -3.78171, -1.49700)  -0.461
C (3.09131, 3.91818, -3.62202)  -0.912
C (0.25346, 6.57278, 1.39517)  -0.529
C (-1.83385, 3.46155, -2.65564)  -0.695
C (1.12230, 0.75853, 3.12693)  -0.972
C (-0.91316, 0.13274, 3.51005)  0.211
C (0.93821, 0.82876, 4.49157)  0.258
C (-0.16544, -4.45687, 1.60953)  -0.874
C (1.74357, 2.61718, -2.10291)  -0.741
C (-0.29860, -3.11087, 1.25558)  0.392
C (3.39512, 1.54047, -3.48903)  -0.718
C (-1.32429, -2.67241, 0.32217)  0.182
C (2.25474, -5.13643, -2.61055)  -0.256
C (-2.52043, -3.49409, 0.08620)  0.006
C (3.20812, -2.02389, -0.07378)  -0.282
C (-4.22128, -4.32919, -1.39735)  -1.041
H (2.35009, 4.35242, -0.06045)  0.485
H (3.34910, 4.87206, -4.05526)  0.441
H (-3.97735, 1.54624, -1.52192)  0.257
H (2.37946, 6.50648, 1.14271)  0.435
H (1.54571, 4.73036, -2.36342)  0.492
H (-2.44959, -3.31726, -2.04493)  0.485
H (-1.91448, 4.19309, 0.32933)  0.386
H (4.75626, -4.35731, -1.96420)  0.541
H (5.27366, -2.49552, -0.37476)  0.544
H (2.02975, -1.72397, 3.07202)  0.363
H (-0.77194, 0.39512, 5.61704)  0.255
H (2.36096, -4.05524, 3.81119)  0.535
H (3.40590, -1.18934, 0.58822)  0.377
H (-1.86687, 6.34084, 1.55226)  0.441
H (-0.43233, 0.37957, -2.86356)  -0.211
H (3.28447, 1.56288, 4.49656)  0.424
H (-1.88572, 0.27136, -4.82069)  0.484
H (-5.00166, -5.01439, 1.81731)  0.426
H (3.88222, 0.63424, -3.81622)  0.495
H (-3.32610, 4.20731, -3.99235)  0.443
H (-1.78738, 4.37127, -2.06730)  0.409
H (-5.89756, -5.27915, -0.46585)  0.437
H (-3.85603, 0.11209, -2.49814)  0.286
H (-2.61020, -0.87646, 4.27307)  0.450
H (-2.33886, -1.08420, 2.52397)  0.230
H (-3.36274, 2.17170, -5.38607)  0.410
H (4.56390, 2.82538, -4.73209)  0.396
H (0.26921, 7.50924, 1.93275)  0.419
H (-4.60457, -4.45504, -2.39905)  0.435
H (0.93719, -5.84955, 2.80664)  0.502
H (-2.85248, -3.88281, 2.17542)  0.462
H (-0.81125, -5.19475, 1.15965)  0.686
H (0.60198, -3.47307, -1.37091)  0.592
H (-2.97595, 0.42782, 3.13661)  0.360